The following is a DFT calculation (ωB97M-V/def2-TZVPD) of one molecule with the formula C4H12N2O at a distorted geometry.

Calculated values
HOMO energy = -8.3 eV
E = -9367.8923 eV
Kohn-Sham gap = 9.128 eV
LUMO energy = 0.839 eV
SMILES = CNC[C@H](N)CO
relative energy (zero: lowest compared OMol25 entry of this formula, charge and spin) = 76.1 kcal per mole
net charge = 0

```
19
Properties=species:S:1:pos:R:3:forces:R:3
N -1.2941 -0.0730 0.8233 -0.6587 2.9807 1.0924
C 0.0437 -0.5198 0.6797 -0.8251 -0.9435 -3.3422
C 0.9960 -0.3851 1.8794 -1.6968 1.9943 0.5749
O 0.4796 -1.1935 2.9640 0.0579 -0.6177 -1.7583
C 0.5996 0.1002 -0.7505 2.4269 -0.4513 4.4687
N 0.1888 -0.1547 -2.0518 -1.3958 -1.2660 -1.0961
C -0.7281 0.8672 -2.5207 -1.7246 -3.0367 -4.2958
H -1.2063 0.9340 1.0838 -0.3530 -0.3840 -0.7779
H -1.6597 -0.3775 1.6931 -0.6834 -1.1485 0.9832
H -0.1496 -1.5654 0.3751 0.9646 -0.1635 0.5560
H 1.9738 -0.7308 1.6210 0.7589 -0.0851 -0.0507
H 1.0034 0.7612 2.1375 0.2446 -2.0139 -0.1965
H 0.4033 -0.8135 3.8224 0.2550 1.0162 0.5455
H 1.5605 -0.3235 -0.5035 1.3093 -0.1071 -1.1898
H 0.7864 1.1680 -0.6419 -0.3417 0.2461 0.1372
H -0.0633 -1.1396 -2.2657 0.0369 1.2555 0.3538
H -0.2155 1.7218 -2.7172 1.7029 2.7185 -0.0404
H -1.5869 1.0696 -1.9429 -1.0268 0.0087 0.9226
H -1.1316 0.6544 -3.6851 0.9490 -0.0027 3.1135
```
Positions in Å, forces in eV/Å.

Here are the Löwdin charges for atoms 1 to 8, given in e: number 1, N, carries 0.022; number 2, C, carries -0.394; number 3, C, carries -0.200; number 4, O, carries -0.068; number 5, C, carries -0.239; number 6, N, carries -0.117; number 7, C, carries -0.143; number 8, H, carries 0.091

The following is a DFT calculation (ωB97M-V/def2-TZVPD) of C42H44HfN3P2S2 as an isolated structure.

Calculated values
HOMO energy = -14.4 eV
E = -90271.0999 eV
Kohn-Sham gap = 5.235 eV
LUMO energy = -9.176 eV
net charge = +3

```
94
Properties=species:S:1:pos:R:3:forces:R:3
Hf 0.0526 1.1418 0.2818 -0.5603 -0.1549 -0.2685
C 7.4497 3.1341 4.8637 0.0284 0.0120 -0.0005
S 6.3825 2.1688 3.7787 0.0047 -0.0161 -0.0418
C 5.1565 1.6101 4.9885 -0.0706 0.0020 -0.0166
C 3.9861 0.9407 4.2718 0.0162 -0.0080 0.0490
C 3.1932 1.9509 3.4495 -0.0613 -0.0160 0.0218
N 2.2519 1.3016 2.4990 0.0850 0.0076 -0.0065
P 2.6041 0.8074 0.9200 -0.0885 -0.1102 -0.0278
C 4.1683 -0.0152 0.7792 0.0192 0.0305 0.0182
C 5.3183 0.7046 0.4506 0.0319 0.0186 -0.0032
C 6.5425 0.0563 0.4456 -0.0262 0.0236 0.0054
C 6.6129 -1.2935 0.7599 0.0103 -0.0270 0.0094
C 5.4646 -2.0128 1.0785 0.0226 0.0086 -0.0084
C 4.2374 -1.3776 1.0889 -0.0437 -0.0030 -0.0027
C 2.5703 2.2375 -0.1787 0.1502 0.1742 -0.0229
C 2.7834 3.5819 0.1491 -0.0081 -0.0660 0.0012
C 2.7198 4.5494 -0.8389 -0.0095 0.0030 -0.0019
C 2.4589 4.1935 -2.1610 0.0044 0.0377 -0.0215
C 2.2353 2.8691 -2.4993 -0.0058 -0.0531 0.0414
C 2.2583 1.8946 -1.5055 -0.0057 -0.0169 -0.0753
P 0.6459 0.8901 2.7907 -0.0535 -0.0951 0.2370
C 0.3843 0.1088 4.3600 0.0178 0.0164 0.0027
C 0.6111 -1.2673 4.4562 0.0070 -0.0205 0.0024
C 0.4982 -1.8887 5.6871 -0.0017 0.0185 -0.0064
C 0.1566 -1.1421 6.8095 0.0042 -0.0213 0.0078
C -0.0759 0.2242 6.7117 -0.0038 0.0182 -0.0105
C 0.0363 0.8586 5.4856 -0.0093 0.0103 0.0259
C -0.3617 2.3809 2.6530 0.0600 -0.0120 0.0437
C -1.7580 2.1776 2.6515 -0.0104 -0.0009 -0.0500
C -2.6101 3.2602 2.5154 0.0055 0.0571 0.0008
C -2.0852 4.5418 2.3564 -0.0145 -0.0348 -0.0029
C -0.7109 4.7431 2.3118 -0.0095 -0.0320 -0.0032
C 0.1530 3.6652 2.4474 -0.0494 0.0996 0.0342
H 8.2482 3.5422 4.2483 0.0023 -0.0027 -0.0033
H 7.8874 2.4996 5.6312 -0.0010 0.0013 0.0021
H 6.8987 3.9546 5.3189 0.0037 -0.0006 0.0056
H 4.8109 2.4708 5.5672 -0.0023 -0.0137 0.0168
H 5.6127 0.9035 5.6812 0.0198 0.0128 -0.0077
H 3.3325 0.4673 5.0084 -0.0309 -0.0070 -0.0217
H 4.3589 0.1489 3.6164 0.0257 0.0219 -0.0095
H 3.8774 2.5814 2.8783 0.0120 -0.0184 0.0009
H 2.6077 2.6037 4.1022 0.0314 0.0181 0.0095
H 5.2671 1.7593 0.2086 -0.0090 -0.0008 0.0110
H 7.4411 0.6063 0.2039 0.0059 0.0016 -0.0037
H 7.5723 -1.7932 0.7546 -0.0005 -0.0065 0.0004
H 5.5322 -3.0663 1.3120 -0.0006 -0.0040 0.0045
H 3.3394 -1.9337 1.3335 -0.0038 0.0022 0.0045
H 3.0408 3.8639 1.1615 0.0129 -0.0008 0.0015
H 2.9058 5.5858 -0.5896 0.0012 0.0030 0.0001
H 2.4439 4.9566 -2.9279 -0.0032 -0.0017 -0.0051
H 2.0617 2.5906 -3.5304 0.0037 0.0178 -0.0094
H 2.1574 0.8411 -1.7842 -0.0031 0.0032 0.0052
H 0.8717 -1.8454 3.5770 -0.0005 0.0066 -0.0070
H 0.6699 -2.9526 5.7751 -0.0002 -0.0035 0.0030
H 0.0664 -1.6318 7.7698 -0.0013 -0.0015 0.0039
H -0.3441 0.7937 7.5908 -0.0021 0.0019 0.0042
H -0.1471 1.9239 5.4108 0.0009 0.0024 -0.0186
H -2.1668 1.1857 2.8255 0.0031 -0.0067 0.0012
H -3.6815 3.1149 2.5562 -0.0053 -0.0021 0.0002
H -2.7552 5.3868 2.2682 -0.0006 0.0087 -0.0017
H -0.3154 5.7419 2.1851 0.0066 0.0052 0.0062
H 1.2222 3.8238 2.4348 0.0079 -0.0029 0.0413
C -0.8179 2.9604 -0.5927 0.1307 -0.0269 0.0473
C -1.6100 2.1084 -1.5234 -0.0800 0.1193 -0.0095
C -2.9394 1.7568 -1.2100 0.0560 -0.0416 -0.0113
C -3.7481 1.1379 -2.1457 -0.0038 -0.0103 0.0164
C -3.2458 0.8211 -3.4076 -0.0196 -0.0233 -0.0116
C -1.9161 1.0749 -3.7073 0.0400 -0.0179 0.0314
C -1.0986 1.6985 -2.7673 -0.0130 -0.0076 -0.0358
H -1.4657 3.5324 0.0691 0.0082 -0.0050 0.0079
H -0.1365 3.6389 -1.1065 0.0288 -0.0458 -0.0157
H -3.3524 2.0503 -0.2517 -0.0053 0.0186 0.0004
H -4.7836 0.9300 -1.9109 -0.0026 0.0035 0.0099
H -3.8927 0.3728 -4.1499 0.0010 -0.0004 -0.0085
H -1.5231 0.8234 -4.6834 0.0108 0.0012 -0.0082
H -0.0958 1.9887 -3.0490 -0.0039 -0.0056 -0.0084
N -1.6508 -3.4096 -0.4918 -0.0445 0.0432 -0.0028
C -1.6165 -2.1136 -0.7462 -0.1430 -0.0243 0.0469
S -1.2137 -1.0760 0.6043 0.4864 0.0923 0.0477
N -1.8980 -1.6538 -1.9426 0.0743 0.0936 0.0103
C -2.3092 -2.4871 -3.0482 0.0179 -0.0081 -0.0151
C -1.3792 -2.8369 -4.0167 -0.0332 -0.0101 0.0166
C -1.7867 -3.6276 -5.0814 0.0021 -0.0019 -0.0002
C -3.1041 -4.0591 -5.1631 0.0073 -0.0038 -0.0127
C -4.0231 -3.7038 -4.1852 -0.0137 0.0118 0.0275
C -3.6295 -2.9097 -3.1168 -0.0118 -0.0274 -0.0535
H -1.4495 -3.7498 0.4339 0.0005 -0.0133 -0.0090
H -1.9552 -4.0633 -1.2013 0.0162 -0.0061 -0.0057
H -1.9050 -0.6495 -2.0647 -0.0275 0.0020 -0.0306
H -0.3538 -2.4991 -3.9362 0.0074 0.0076 0.0021
H -1.0755 -3.9102 -5.8451 0.0047 -0.0003 -0.0033
H -3.4160 -4.6765 -5.9942 -0.0026 -0.0026 -0.0039
H -5.0481 -4.0410 -4.2542 -0.0046 -0.0038 -0.0017
H -4.3403 -2.6180 -2.3534 0.0084 0.0088 0.0189
```
Positions in Å, forces in eV/Å.

Here are the Löwdin charges for atoms 1 to 8, given in e: number 1, Hf, carries 1.282; number 2, C, carries -0.388; number 3, S, carries 0.806; number 4, C, carries -0.481; number 5, C, carries -0.251; number 6, C, carries -0.231; number 7, N, carries -0.420; number 8, P, carries 0.914